Entry 1:
Density functional theory data (ωB97M-V/def2-TZVPD) for a molecular structure, C21H45AsBrMoOS4Si3.

Values from the calculation:
E_HOMO (alpha / beta), eV: -10.30 / -10.44
Lowest unoccupied orbital energy (alpha / beta), eV: -4.36 / -3.89
ΔE to the lowest compared entry with this formula, charge and spin, kJ/mol: 24.5
2S+1: 3
Total charge: +1

CARTESIAN COORDINATES (ANGSTROEM)
Mo  -0.3467  1.3997  0.4272
O  0.7080  5.8117  5.4544
C  0.6011  5.0206  4.5730
S  0.3256  3.2732  4.8421
C  0.3499  2.8289  3.1559
C  0.5701  3.8028  2.2547
S  0.6429  3.5025  0.5353
S  0.7930  5.4279  2.8460
S  0.0925  1.1603  2.7057
C  -2.9303  4.2533  -1.8702
Si  -2.8889  2.4136  -1.6788
C  -4.3293  1.5441  -2.4551
C  -1.2576  1.6902  -2.3102
As  -2.6634  1.7806  0.5762
Si  -4.0538  2.5823  2.3389
C  -5.6911  2.8585  1.5138
C  -3.2319  4.1345  2.9234
C  -4.0437  1.2180  3.5882
H  -2.9332  4.5055  -2.9331
H  -2.0572  4.7172  -1.4085
H  -3.8241  4.6870  -1.4217
H  -4.3253  1.6894  -3.5370
H  -5.2749  1.9283  -2.0724
H  -4.2903  0.4733  -2.2538
H  -0.8664  2.2038  -3.1906
H  -1.3408  0.6239  -2.5240
H  -0.4259  1.8394  -1.5800
H  -5.6153  3.6082  0.7260
H  -6.4232  3.2141  2.2409
H  -6.0764  1.9356  1.0789
H  -3.0162  4.8194  2.1029
H  -2.2959  3.9048  3.4326
H  -3.8869  4.6485  3.6305
H  -4.5978  0.3494  3.2334
H  -4.5000  1.5577  4.5205
H  -3.0205  0.9092  3.8090
C  0.5343  -2.7935  -3.1709
C  1.7919  -2.1143  -2.6016
C  1.7573  -0.6457  -3.0607
C  3.0097  -2.7722  -3.2798
Si  1.9044  -2.2859  -0.6940
Br  -0.1498  -1.1912  -0.0288
C  1.5575  -4.0223  0.0269
C  1.4973  -4.0056  1.5650
C  0.2305  -4.6308  -0.4640
C  2.6883  -4.9825  -0.3859
C  3.2582  -1.2586  0.1830
C  3.1589  -1.3501  1.7147
C  4.6448  -1.7945  -0.2218
C  3.2202  0.2353  -0.1771
H  0.4430  -2.5063  -4.2206
H  -0.3874  -2.4975  -2.6694
H  0.6043  -3.8761  -3.1484
H  1.4805  -0.6252  -4.1171
H  2.7274  -0.1636  -2.9838
H  1.0260  -0.0413  -2.5196
H  2.8963  -2.6691  -4.3621
H  3.0918  -3.8364  -3.0689
H  3.9511  -2.2960  -3.0124
H  0.8251  -3.2437  1.9612
H  2.4766  -3.8716  2.0192
H  1.1238  -4.9758  1.8994
H  -0.6307  -3.9847  -0.2978
H  0.0565  -5.5471  0.1035
H  0.2530  -4.9094  -1.5114
H  3.6700  -4.6520  -0.0474
H  2.7303  -5.1461  -1.4610
H  2.5004  -5.9542  0.0775
H  3.4518  -2.3249  2.0945
H  2.1668  -1.1137  2.0947
H  3.8501  -0.6211  2.1435
H  4.7827  -2.8427  0.0412
H  5.4059  -1.2266  0.3192
H  4.8517  -1.6756  -1.2838
H  2.2503  0.6985  0.0372
H  3.4713  0.4411  -1.2112
H  3.9517  0.7559  0.4446

Entry 2:
Density functional theory data (ωB97M-V/def2-TZVPD) for a molecular structure, C27H51CeN2O2P3 in a non-equilibrium geometry.

Values from the calculation:
E_HOMO (alpha / beta), eV: -15.57 / -15.57
Lowest unoccupied orbital energy (alpha / beta), eV: -9.54 / -9.51
ΔE to the lowest compared entry with this formula, charge and spin, kJ/mol: 46.9
2S+1: 2
Total charge: +3

CARTESIAN COORDINATES (ANGSTROEM)
Ce  0.1185  0.2382  -1.5229
P  0.7950  -2.5612  -2.1025
P  2.8395  -0.2851  -0.3095
P  -3.0888  0.1173  -0.9115
H  3.5571  4.4038  -1.9398
C  2.4974  4.6242  -2.1101
C  1.6749  4.9946  -1.1145
H  2.0316  5.0997  -0.0820
C  1.9218  -2.4840  -3.5579
C  1.6757  -3.7833  -1.0534
C  -0.5191  -3.6357  -2.7917
C  3.4834  1.4077  -0.0074
C  3.1003  -1.0694  1.3258
C  4.2574  -0.9569  -1.2569
C  -3.2415  1.8188  -0.3302
C  -4.4036  -0.8345  -0.1518
C  -3.2071  0.1466  -2.7141
H  2.1372  4.5456  -3.1424
H  0.6404  5.3016  -1.3089
H  1.5744  -1.7184  -4.2649
H  1.9148  -3.4646  -4.0539
H  2.9457  -2.2381  -3.2487
H  1.7034  -4.7550  -1.5686
H  1.1249  -3.8975  -0.1090
H  2.7025  -3.4656  -0.8293
H  -0.0679  -4.5291  -3.2476
H  -1.0877  -3.0857  -3.5536
H  -1.2001  -3.9425  -1.9865
H  4.5811  1.3684  -0.0281
H  3.1527  1.7824  0.9689
H  3.1363  2.1011  -0.7867
H  4.1606  -0.9979  1.6087
H  2.8074  -2.1268  1.2736
H  2.4847  -0.5782  2.0891
H  5.1875  -0.5733  -0.8141
H  4.1834  -0.6065  -2.2949
H  4.2743  -2.0542  -1.2439
H  -4.2946  2.1388  -0.3811
H  -2.6463  2.5069  -0.9433
H  -2.8953  1.8838  0.7073
H  -5.3252  -0.2403  -0.0833
H  -4.0974  -1.1201  0.8671
H  -4.6152  -1.7528  -0.7195
H  -4.1170  0.6936  -3.0133
H  -3.2778  -0.8729  -3.1175
H  -2.3518  0.6529  -3.2002
C  1.0359  1.4945  -4.2328
C  1.4910  0.9881  -5.4705
C  0.8176  1.3550  -6.6291
C  -0.2631  2.2467  -6.5785
C  -0.6708  2.7960  -5.3630
C  0.0201  2.4846  -4.1896
O  1.5140  0.9745  -3.0779
H  -1.8798  -0.4793  -0.3623
H  2.3354  0.2961  -5.4861
H  1.1531  0.9395  -7.5780
H  -0.7840  2.5229  -7.4946
H  -1.5244  3.4765  -5.3218
H  -0.2065  2.9960  -3.2423
C  -2.9695  -2.7770  5.6156
C  -1.5258  -2.3694  5.8134
N  -1.1503  -1.1146  5.1313
C  -1.8399  0.0676  5.6780
C  -1.6536  0.1859  7.1869
C  -0.8731  -1.2338  3.7715
O  -1.0378  -2.2996  3.1697
C  -0.2934  -0.0594  3.0381
C  0.3220  1.0414  3.6398
C  0.7480  2.0923  2.8315
C  0.5812  2.0120  1.4504
N  0.0828  0.8956  0.8466
C  -0.2601  -0.1599  1.6424
H  -3.6627  -2.0095  5.9832
H  -3.1533  -3.7045  6.1683
H  -3.1645  -2.9660  4.5532
H  -1.3220  -2.1929  6.8733
H  -0.8619  -3.1511  5.4328
H  -1.4728  0.9753  5.1890
H  -2.9221  -0.0056  5.4597
H  -0.6136  0.0109  7.4865
H  -1.9217  1.2013  7.4979
H  -2.3035  -0.5081  7.7335
H  0.4466  1.0591  4.7210
H  1.2020  2.9854  3.2588
H  0.8700  2.8288  0.7855
H  -0.5170  -1.0913  1.1233

Number 1 is which compound? C21H45AsBrMoOS4Si3

Look up the 2S+1 of the second one. 2

The highest total charge belongs to which entry? C27H51CeN2O2P3

Among the records above, which one has the lowest total charge? C21H45AsBrMoOS4Si3